(1)
178
Properties=species:S:1:pos:R:3 method="wB97M-V/def2-TZVPD" orbital_gap_ev=9.39 charge=0 e_lumo_ha=0.014
O -3.288 0.087 1.184
H -3.934 0.781 1.051
H -2.455 0.481 0.924
C 0.336 -2.849 -2.972
C 1.705 -2.371 -3.324
O 1.985 -1.221 -2.616
H 0.383 -3.010 -1.895
H 0.024 -3.824 -3.345
H -0.450 -2.124 -3.183
H 1.839 -2.197 -4.392
H 2.494 -3.097 -3.123
H 1.907 -1.498 -1.701
C 1.101 -0.275 5.526
C 1.357 -0.362 7.061
O 0.224 -0.103 7.846
H 0.378 0.530 5.394
H 0.770 -1.232 5.123
H 2.052 -0.026 5.053
H 2.134 0.313 7.419
H 1.594 -1.369 7.405
H 0.257 -0.558 8.691
C -1.753 -4.969 -1.058
C -2.423 -4.190 0.098
O -3.715 -3.760 -0.398
H -1.923 -4.526 -2.040
H -2.295 -5.914 -1.083
H -0.715 -5.248 -0.874
H -1.773 -3.392 0.456
H -2.636 -4.874 0.919
H -4.102 -3.193 0.273
C 1.358 -5.373 1.641
C 2.353 -5.429 0.423
O 2.391 -4.147 -0.160
H 0.629 -4.572 1.519
H 1.889 -5.326 2.592
H 0.791 -6.302 1.705
H 2.052 -6.123 -0.362
H 3.342 -5.678 0.807
H 3.005 -4.135 -0.898
C 1.950 3.359 -3.987
C 1.555 1.997 -3.423
O 2.660 1.298 -2.816
H 2.726 3.246 -4.744
H 2.345 4.029 -3.223
H 1.072 3.890 -4.356
H 1.344 1.348 -4.272
H 0.673 1.984 -2.781
H 2.353 0.390 -2.771
C -3.642 4.322 2.400
C -2.600 5.444 2.365
O -2.253 5.707 3.650
H -4.028 4.126 1.400
H -4.478 4.502 3.076
H -3.108 3.392 2.592
H -3.095 6.330 1.967
H -1.670 5.213 1.844
H -1.742 4.955 3.958
C 3.447 -2.989 3.180
C 4.255 -1.870 3.727
O 4.765 -1.078 2.694
H 2.694 -2.715 2.441
H 2.905 -3.552 3.939
H 3.937 -3.717 2.533
H 5.033 -2.218 4.406
H 3.633 -1.249 4.370
H 5.261 -1.663 2.116
C -2.487 -0.691 5.758
C -2.870 -0.079 4.475
O -3.043 -1.130 3.558
H -3.218 -1.328 6.256
H -2.263 0.042 6.533
H -1.613 -1.324 5.604
H -2.163 0.669 4.114
H -3.815 0.438 4.638
H -3.052 -0.701 2.699
C 0.476 2.682 2.859
C 0.828 3.328 4.175
O -0.375 3.769 4.726
H 0.114 3.391 2.114
H -0.272 1.896 2.753
H 1.428 2.455 2.379
H 1.597 4.081 4.002
H 1.184 2.546 4.845
H -0.270 3.516 5.646
C -1.286 1.475 -6.111
C -2.193 2.233 -5.232
O -2.111 1.751 -3.894
H -0.436 1.213 -5.482
H -1.012 2.045 -6.999
H -1.766 0.573 -6.492
H -3.193 2.062 -5.631
H -1.891 3.277 -5.153
H -2.614 0.940 -3.788
C 0.532 -0.873 2.207
C 0.452 -0.868 0.657
C 0.240 0.593 -0.035
O -0.995 1.178 0.380
C -1.510 2.101 -0.562
N 1.750 -1.410 0.295
H 1.401 -0.284 2.500
H 0.667 -1.859 2.653
H -0.343 -0.411 2.663
H -0.336 -1.504 0.253
H 0.266 0.417 -1.110
H 1.101 1.200 0.246
H -2.412 2.603 -0.212
H -1.953 1.581 -1.411
H -1.003 3.009 -0.887
H 2.473 -1.044 0.898
H 1.824 -2.417 0.289
C -7.470 1.689 -0.591
C -5.960 1.429 -0.679
C -5.246 2.000 -1.902
O -5.170 3.412 -1.882
C -4.344 3.923 -2.948
N -5.328 1.781 0.587
H -7.748 2.694 -0.273
H -7.958 1.015 0.113
H -8.002 1.423 -1.504
H -5.808 0.352 -0.748
H -5.818 1.790 -2.806
H -4.273 1.518 -1.996
H -4.498 4.990 -3.105
H -4.391 3.422 -3.915
H -3.323 3.950 -2.568
H -5.588 2.718 0.863
H -5.761 1.245 1.326
C 7.163 2.644 0.705
C 6.622 3.772 1.464
C 5.078 3.805 1.596
O 4.462 3.847 0.304
C 3.065 3.585 0.354
N 7.176 3.680 2.777
H 7.062 1.748 1.317
H 8.239 2.789 0.609
H 6.791 2.477 -0.306
H 7.028 4.681 1.019
H 4.699 4.579 2.264
H 4.752 2.865 2.041
H 2.519 3.848 -0.552
H 2.647 4.370 0.984
H 2.807 2.593 0.724
H 6.701 4.258 3.455
H 6.920 2.775 3.144
C -6.164 0.530 -5.241
C -5.609 -0.801 -5.786
C -4.838 -1.539 -4.636
O -3.895 -0.736 -3.881
C -3.418 -1.457 -2.737
N -6.696 -1.569 -6.369
H -6.814 0.521 -4.367
H -6.730 1.035 -6.024
H -5.309 1.202 -5.164
H -4.863 -0.634 -6.563
H -4.371 -2.423 -5.069
H -5.678 -1.899 -4.041
H -4.138 -1.633 -1.938
H -2.630 -0.866 -2.270
H -2.997 -2.406 -3.071
H -7.276 -1.011 -6.980
H -7.226 -2.004 -5.628
C 5.201 -1.333 -0.728
C 5.508 -2.680 -0.099
C 5.705 -3.878 -1.083
O 4.494 -4.061 -1.861
C 4.549 -5.251 -2.634
N 6.716 -2.558 0.643
H 5.080 -0.530 -0.001
H 4.247 -1.332 -1.256
H 6.027 -0.939 -1.321
H 4.806 -2.885 0.710
H 5.896 -4.789 -0.516
H 6.524 -3.576 -1.736
H 4.490 -6.121 -1.980
H 5.451 -5.406 -3.227
H 3.675 -5.274 -3.284
H 7.512 -2.504 0.024
H 7.014 -3.408 1.099

(2)
55
Properties=species:S:1:pos:R:3 method="wB97M-V/def2-TZVPD" orbital_gap_ev=8.32 charge=0 e_lumo_ha=-0.010 smiles="CCc1nnc(NC(=O)CSc2nc(-c3ccccc3)cc(-c3ccc(OC)cc3)c2C#N)s1"
C -7.190 -0.121 2.285
H -8.167 -0.106 2.762
H -6.526 -0.752 2.872
H -6.791 0.890 2.276
C -7.312 -0.662 0.860
C -5.992 -0.708 0.191
N -5.393 -1.775 -0.184
N -4.211 -1.585 -0.750
C -3.863 -0.346 -0.821
N -2.718 0.156 -1.366
C -1.535 -0.480 -1.665
O -0.612 0.167 -2.111
C -1.435 -1.935 -1.325
H -2.369 -2.470 -1.481
H -0.597 -2.399 -1.841
S -1.120 -2.023 0.484
C 0.531 -1.313 0.443
N 1.514 -2.164 0.328
C 2.771 -1.718 0.259
C 3.045 -0.350 0.246
C 2.011 0.572 0.349
C 0.703 0.074 0.498
C -0.405 0.919 0.701
N -1.336 1.567 0.878
C 2.260 2.012 0.274
C 3.306 2.599 0.987
C 3.528 3.954 0.912
C 2.720 4.763 0.107
C 1.690 4.178 -0.624
C 1.463 2.817 -0.534
H 0.681 2.368 -1.128
H 1.059 4.769 -1.268
O 3.026 6.085 0.104
C 2.238 6.959 -0.669
H 2.296 6.717 -1.735
H 1.191 6.945 -0.348
H 2.652 7.953 -0.502
H 4.323 4.421 1.471
H 3.927 1.988 1.626
H 4.053 0.008 0.107
C 3.813 -2.744 0.161
C 5.144 -2.481 0.480
C 6.097 -3.477 0.375
C 5.738 -4.746 -0.049
C 4.416 -5.020 -0.358
C 3.460 -4.030 -0.251
H 2.426 -4.231 -0.484
H 4.131 -6.010 -0.682
H 6.487 -5.519 -0.132
H 7.125 -3.263 0.629
H 5.438 -1.504 0.833
H -2.668 1.167 -1.432
S -5.063 0.754 -0.150
H -7.713 -1.676 0.872
H -7.986 -0.023 0.284

(3)
22
Properties=species:S:1:pos:R:3 method="wB97M-V/def2-TZVPD" orbital_gap_ev="6.06 / 7.27" spin_multiplicity=3 charge=+1 e_lumo_ha="-0.118 / -0.215" relative_energy_kj_mol=463.7
C -1.082 -0.657 1.172
C -0.499 1.534 0.602
C 0.005 1.811 -1.964
C -0.597 -1.250 -0.101
C -0.553 1.079 -0.826
C 1.998 -2.122 1.692
N -1.027 0.547 1.506
N 0.656 -1.670 -0.174
N -1.451 1.811 -1.741
O 1.591 -1.166 0.717
H -1.521 -1.348 1.886
H 0.539 1.716 0.899
H -1.065 2.456 0.793
H 0.483 2.775 -1.830
H 0.346 1.278 -2.841
H -1.303 -1.670 -0.804
H 2.631 -1.565 2.379
H 2.570 -2.930 1.232
H 1.140 -2.532 2.231
H 1.058 -2.086 -1.010
H -1.873 2.689 -1.432
H -2.047 1.300 -2.386

(4)
75
Properties=species:S:1:pos:R:3 method="wB97M-V/def2-TZVPD" orbital_gap_ev="6.05 / 5.67" spin_multiplicity=3 charge=0 e_lumo_ha="-0.003 / -0.013"
C -2.278 -0.871 0.149
C -2.850 -0.231 -0.995
C -2.681 -1.101 -2.122
H -3.453 0.678 -0.987
C -1.936 -2.250 -1.667
C -1.681 -2.088 -0.270
H -1.209 -2.832 0.375
H -2.395 -0.554 1.189
H -3.081 -0.937 -3.120
H -1.695 -3.144 -2.237
Ni -0.799 -0.460 -1.648
Si -0.442 -0.848 -5.558
C -0.150 0.763 -6.573
C 1.036 0.962 -7.291
H 1.894 0.301 -7.139
C 1.135 1.988 -8.241
H 2.058 2.109 -8.806
C 0.058 2.853 -8.447
H 0.131 3.646 -9.193
C -1.099 2.704 -7.677
H -1.926 3.401 -7.808
C -1.188 1.684 -6.722
H -2.089 1.592 -6.109
C 0.007 -1.997 -7.027
C -0.859 -1.994 -8.135
H -1.806 -1.459 -8.067
C -0.501 -2.611 -9.340
H -1.169 -2.547 -10.202
C 0.719 -3.292 -9.440
H 1.001 -3.773 -10.377
C 1.571 -3.348 -8.335
H 2.519 -3.891 -8.390
C 1.224 -2.676 -7.154
H 1.945 -2.688 -6.340
H -1.893 -0.890 -5.261
Si 3.012 1.463 -4.258
C 2.162 -0.243 -4.235
C 0.711 -0.515 -4.097
H 0.110 0.259 -3.564
C 0.264 -1.915 -4.013
H -0.716 -2.164 -3.579
C 1.217 -2.972 -4.001
H 0.844 -4.005 -3.972
C 2.559 -2.671 -4.019
H 3.287 -3.483 -3.932
C 3.006 -1.344 -4.183
H 4.083 -1.183 -4.246
C 1.688 2.783 -4.361
C 0.578 2.788 -3.513
H 0.516 2.063 -2.696
C -0.470 3.693 -3.710
H -1.373 3.632 -3.096
C -0.353 4.679 -4.696
H -1.171 5.388 -4.866
C 0.793 4.736 -5.500
H 0.888 5.509 -6.268
C 1.809 3.787 -5.333
H 2.688 3.798 -5.986
H 3.980 1.622 -5.248
Cl 3.827 1.616 -2.332
N 1.157 -0.969 -1.329
C 1.835 -0.952 0.002
C 1.249 0.116 0.914
C 0.953 1.426 0.194
N -0.332 1.340 -0.561
H 1.660 -0.327 -1.937
H 1.319 -1.879 -1.765
H 1.737 -1.944 0.459
H 2.906 -0.759 -0.161
H 0.345 -0.276 1.403
H 1.986 0.317 1.706
H 0.892 2.241 0.934
H 1.766 1.665 -0.509
H -1.088 1.401 0.124
H -0.451 2.173 -1.138

(5)
110
Properties=species:S:1:pos:R:3 method="wB97M-V/def2-TZVPD" orbital_gap_ev=8.09 charge=+1 e_lumo_ha=-0.119
C 5.999 -3.188 2.936
C 6.027 -3.798 1.512
C 5.047 -2.992 0.588
O 4.161 -2.189 1.379
N 3.095 -1.704 0.611
C 1.986 -2.688 0.398
S 1.608 -3.929 1.676
O 2.718 -4.427 2.412
O 1.070 -5.005 0.922
C 0.274 -3.525 2.917
F -0.317 -4.666 3.129
F -0.642 -2.684 2.497
F 0.755 -3.158 4.067
C 0.696 -2.031 -0.197
N 0.406 -0.684 0.275
C -0.859 -0.307 -0.369
C -2.130 -0.953 0.240
C -2.538 -0.343 1.600
C -3.112 1.098 1.521
C -4.622 1.060 1.236
O -5.120 2.381 1.478
C -6.247 2.370 2.332
C -6.877 3.763 2.305
C 1.542 0.233 0.072
C 2.016 0.368 -1.407
C 1.141 1.286 -2.315
C 1.888 2.579 -2.774
C 1.061 3.875 -2.573
O 1.964 4.943 -2.280
B 1.313 1.748 0.680
O 2.104 2.783 0.291
C 0.158 2.136 1.679
C 0.611 3.154 2.785
C 2.680 -0.314 1.015
O 3.699 0.567 1.268
C 4.822 0.641 0.397
C 6.014 1.128 1.243
C 5.920 2.630 1.597
P 1.974 -0.483 2.811
O 2.404 0.656 3.631
H 6.773 -3.690 3.521
H 6.242 -2.124 2.877
H 5.037 -3.352 3.420
H 5.688 -4.832 1.509
H 7.021 -3.686 1.080
H 5.666 -2.402 -0.103
H 4.520 -3.735 -0.024
H 3.510 -1.577 -0.329
H 2.330 -3.312 -0.431
H -0.102 -2.737 0.050
H 0.768 -2.092 -1.296
H -1.074 0.760 -0.433
H -0.843 -0.674 -1.416
H -2.099 -2.047 0.239
H -2.913 -0.678 -0.481
H -3.360 -0.974 1.972
H -1.753 -0.445 2.357
H -2.963 1.577 2.490
H -2.639 1.617 0.684
H -4.824 0.834 0.186
H -5.131 0.316 1.861
H -5.985 2.164 3.382
H -7.011 1.664 1.978
H -7.613 3.879 3.105
H -7.348 3.983 1.343
H -6.116 4.538 2.446
H 3.026 0.778 -1.491
H 2.093 -0.603 -1.923
H 0.164 1.552 -1.909
H 0.940 0.740 -3.243
H 2.845 2.718 -2.262
H 2.120 2.482 -3.838
H 0.322 3.797 -1.768
H 0.609 4.165 -3.522
H 2.226 4.886 -1.351
H 2.917 2.468 -0.130
H -0.370 1.281 2.104
H -0.576 2.684 1.062
H 0.591 2.630 3.742
H 1.599 3.567 2.600
H -0.149 3.936 2.850
H 5.150 -0.294 -0.077
H 4.734 1.377 -0.417
H 5.970 0.566 2.184
H 6.961 0.866 0.762
H 5.395 2.706 2.553
H 5.421 3.237 0.839
H 6.931 2.986 1.805
H 0.572 -0.503 2.816
H 2.600 -1.642 3.335
C -6.768 -2.807 -2.114
C -7.617 -1.564 -2.172
O -6.751 -0.576 -1.629
C -5.486 -0.973 -1.915
O -4.529 -0.266 -1.847
O -5.449 -2.273 -2.293
F -8.709 -1.672 -1.386
H -6.830 -3.305 -1.145
H -7.011 -3.522 -2.895
H -7.920 -1.268 -3.178
C -2.470 0.146 -4.639
C -3.114 -0.695 -5.709
O -2.451 -0.265 -6.883
C -1.203 0.143 -6.499
O -0.293 0.314 -7.235
O -1.145 0.317 -5.148
F -4.436 -0.422 -5.825
H -2.948 1.121 -4.533
H -2.456 -0.346 -3.668
H -2.976 -1.771 -5.585

(6)
19
Properties=species:S:1:pos:R:3 method="wB97M-V/def2-TZVPD" orbital_gap_ev=8.99 charge=0 e_lumo_ha=0.019 relative_energy_kj_mol=178.5 smiles="C/C=C(/C)O.O.O"
C -1.620 -1.414 1.293
C -1.423 0.022 1.359
C -0.340 0.693 0.844
O 0.950 0.179 0.808
C -0.239 2.254 0.589
H -2.667 -1.887 0.971
H -0.900 -1.810 0.617
H -1.526 -1.967 2.269
H -2.371 0.576 1.569
H 1.528 0.544 -0.041
H 0.471 2.414 -0.251
H -1.326 2.471 0.505
H 0.193 2.792 1.395
H 0.300 -1.368 -1.213
H -0.074 -1.381 -2.594
O 0.745 -1.609 -2.062
H 2.139 -0.482 -2.303
H 3.503 -0.251 -1.832
O 2.659 0.226 -1.924

(7)
24
Properties=species:S:1:pos:R:3 method="wB97M-V/def2-TZVPD" orbital_gap_ev=9.08 charge=0 e_lumo_ha=0.009 relative_energy_kj_mol=392.0 smiles="CC(C)(O)O.C/C=N/C"
C -1.065 0.557 -1.027
C -1.602 0.310 -2.425
C 0.799 0.545 -1.320
O -1.459 -0.385 -0.177
O -1.327 1.861 -0.621
H -0.684 -0.623 0.608
H -2.004 1.853 0.062
H -1.251 -0.651 -2.789
H -1.281 1.091 -3.110
H -2.692 0.293 -2.382
H 0.747 1.257 -2.138
H 1.537 0.987 -0.664
H 0.988 -0.465 -1.667
C 0.885 1.235 2.015
C 0.992 -2.361 1.040
C 0.500 -1.032 1.534
N 1.210 0.036 1.287
H -0.116 -1.059 2.448
H 0.923 2.089 1.340
H -0.096 1.218 2.512
H 1.650 1.374 2.786
H 0.580 -3.192 1.615
H 0.687 -2.513 0.003
H 2.080 -2.425 1.069